# 1
Molecular formula: C24H46ClINO6S4
Method: DFT, ωB97M-V/def2-TZVPD

```
83
Properties=species:S:1:pos:R:3:forces:R:3:mulliken_charge:R:1
I 0.7222 -2.1636 -2.1639 0.248 -0.075 0.363 0.18
Cl 0.7892 0.0719 1.2411 -0.287 -0.011 -0.096 0.05
S -6.5568 -1.4018 -1.8247 0.082 0.106 -0.057 0.66
S -3.4120 -3.7797 0.4250 -0.079 0.009 -0.180 0.52
S -0.1048 -2.4524 5.3287 0.066 0.022 -0.050 0.53
S -1.7237 4.9382 2.1857 -0.050 0.017 0.110 0.44
O -1.9757 -3.8480 0.0075 0.069 0.213 0.102 -0.62
O -1.5461 -2.8011 5.2484 -0.045 -0.021 -0.094 -0.61
O -2.9620 0.1877 -2.4473 -1.114 0.001 -0.083 -0.45
O 1.0429 0.6849 -2.5957 -0.084 0.868 0.497 -0.33
O -0.2802 4.5887 2.0281 -0.093 -0.026 -0.162 -0.57
O -7.1204 -2.0879 -0.6324 0.025 -0.059 0.057 -0.66
N 1.4585 0.2216 -0.3363 0.164 -0.279 -0.290 0.21
C -1.8148 6.7259 2.2875 0.007 0.093 -0.022 -0.99
C 5.1713 -2.0761 -0.0169 0.113 0.371 0.002 -0.52
C 4.7553 -1.5189 -2.3224 0.035 -0.198 0.174 -0.04
C -7.9413 -0.8013 -2.7977 -0.084 -0.012 -0.054 -1.04
C 1.9992 1.5749 -0.7370 0.001 0.171 -0.035 -0.08
C -1.7810 0.1738 -2.5467 0.913 0.010 0.106 -0.20
C 5.1938 0.7866 -3.2535 -0.558 -0.250 0.342 -0.99
C 5.6908 0.1230 -0.8534 -0.104 -0.210 -0.336 -0.11
C 4.7295 -2.4414 -1.2814 0.062 0.172 0.271 -0.75
C 4.5424 2.1161 -2.8456 0.137 0.131 -0.360 -0.47
C 0.5404 -0.0793 -1.5668 -0.664 -0.986 -0.658 -0.43
C 2.3458 1.1698 -2.1520 0.127 -0.876 -0.336 0.89
C 5.2285 -0.2239 -2.1260 0.183 -0.160 0.134 0.12
C -6.0484 -2.6801 -2.9801 -0.006 -0.067 -0.067 -0.88
C 3.0305 2.1319 -3.0828 -0.245 0.176 0.256 -1.50
C 2.2436 2.9884 1.3379 0.413 -0.121 -0.410 -1.36
C 0.7604 -3.5434 4.1885 0.055 -0.051 -0.045 -0.92
C -3.8261 -2.0399 0.5676 -0.006 0.124 0.035 -0.58
C 0.5399 -3.1965 6.8287 0.036 -0.060 0.075 -0.94
C 2.9768 2.2470 0.1926 -0.726 -0.009 0.804 -0.06
C -0.9279 0.1438 -1.2840 0.288 0.032 -0.013 -0.45
C 5.6651 -0.7912 0.1910 -0.162 0.126 -0.235 -0.65
C -2.4782 4.7990 0.5608 0.020 0.022 -0.096 -0.80
C -3.4892 -4.1422 2.1748 0.016 -0.082 0.098 -0.83
H -7.5723 -0.3984 -3.7407 0.020 0.008 0.012 0.36
H -3.8015 -1.6018 -0.4306 -0.023 -0.037 -0.008 -0.17
H -1.1135 1.0794 -0.7567 0.082 0.182 0.081 0.27
H -1.3509 7.0295 3.2231 0.004 -0.044 0.018 0.33
H -8.6415 -1.6170 -2.9763 0.018 -0.023 0.033 0.32
H -1.2620 0.2009 -3.5138 0.048 -0.023 -0.180 0.47
H 6.0695 1.1218 -0.7033 0.135 0.112 0.185 0.55
H 2.9404 0.2507 -2.1466 0.333 0.127 0.203 -0.07
H -3.5030 5.1656 0.6058 -0.011 -0.016 0.013 0.41
H 2.6301 3.1361 -2.9532 -0.092 0.124 -0.123 0.32
H 0.2807 -4.2547 6.8495 -0.035 0.009 -0.032 0.30
H 4.3868 -1.8306 -3.2899 0.002 0.086 -0.160 0.39
H -5.7338 -2.2173 -3.9154 0.012 0.019 0.013 0.36
H 0.4852 -4.5779 4.3930 -0.037 0.015 0.019 0.33
H 1.6213 -3.0651 6.8618 0.001 0.022 -0.002 0.35
H -1.2949 -0.6821 -0.6839 -0.158 -0.007 0.264 0.49
H 3.6772 1.5316 0.6125 0.382 -0.035 -0.240 -0.04
H 2.8312 1.7933 -4.0950 -0.143 0.094 -0.207 0.42
H 2.2030 -0.4863 -0.3752 0.151 0.130 0.113 0.54
H 0.4606 -3.2801 3.1745 -0.044 0.012 0.033 0.26
H 3.4924 3.0009 -0.3852 0.289 -0.072 -0.258 0.36
H -5.2112 -3.2170 -2.5372 -0.004 0.017 0.040 0.21
H -2.7987 -3.5055 2.7213 0.110 0.076 0.071 0.14
H -3.2178 -5.1874 2.3097 -0.005 0.004 -0.033 0.35
H 2.7033 3.9577 1.4830 0.136 0.112 0.249 0.42
H 4.5829 0.3501 -4.0432 0.075 -0.033 -0.261 0.29
H -6.8768 -3.3673 -3.1510 -0.015 0.008 0.040 0.37
H 6.1784 0.9342 -3.6825 0.254 0.113 0.102 0.43
H -8.4309 -0.0135 -2.2295 0.029 -0.004 0.037 0.33
H 4.7438 2.3528 -1.8089 0.198 -0.032 0.179 0.23
H -1.2784 7.1678 1.4481 0.016 -0.041 -0.009 0.31
H 0.0837 -2.6884 7.6753 -0.025 0.030 -0.028 0.32
H 4.9921 2.9258 -3.4118 -0.058 0.135 -0.181 0.38
H 1.2115 3.1964 1.0901 -0.247 -0.005 0.092 0.36
H -2.8599 7.0341 2.2808 -0.008 -0.015 0.020 0.39
H 1.0879 2.1691 -0.7863 0.022 0.343 -0.091 0.41
H -4.8309 -1.9393 0.9779 -0.037 -0.011 -0.072 0.47
H 1.8359 -3.4051 4.3018 0.005 0.009 0.006 0.38
H -1.8983 5.3729 -0.1624 0.024 0.013 0.035 0.30
H 6.0177 -0.4851 1.1631 0.089 -0.054 0.157 0.44
H -2.4835 3.7467 0.2825 -0.011 -0.013 0.050 0.14
H 4.3645 -3.4438 -1.4361 -0.084 -0.114 -0.153 0.47
H 2.2899 2.4281 2.2619 -0.100 0.015 0.219 0.33
H 5.1557 -2.7633 0.8125 -0.043 -0.244 0.027 0.45
H -3.0967 -1.5423 1.2106 0.022 -0.083 0.028 0.37
H -4.5069 -3.9806 2.5284 -0.030 -0.020 -0.045 0.37
```
Positions in Å, forces in eV/Å.

HOMO energy: -10.516 eV
total charge: +1
2S+1: 1
Kohn-Sham gap: 7.05 eV

=====

# 2
Molecular formula: C24H46FIO8S5Si
Method: DFT, ωB97M-V/def2-TZVPD

```
86
Properties=species:S:1:pos:R:3:forces:R:3:mulliken_charge:R:1
I -1.2636 -3.4576 3.4077 -0.237 0.120 -0.054 0.02
S 3.5916 1.6602 7.7712 -0.012 -0.295 -0.083 1.08
S -3.2524 0.4504 0.5645 0.217 -0.037 -0.417 0.04
S 2.4014 1.9261 -4.1059 -0.238 -0.016 0.346 1.10
S 1.7492 -2.7857 -2.4879 0.380 0.052 -0.585 1.36
S -5.5478 1.0314 -3.6104 0.208 -0.006 -0.110 1.18
Si -0.9931 0.2351 2.6441 0.819 0.728 -0.192 0.18
F -2.0081 -0.2678 3.7575 -0.314 -0.218 0.292 -0.24
O 3.1144 2.4110 6.6373 0.029 0.247 -0.002 -0.61
O 3.9903 2.3163 8.9883 -0.024 0.169 -0.032 -0.66
O -6.7640 1.6433 -3.1421 -0.083 -0.091 0.058 -0.66
O -5.3438 -0.3909 -3.5292 -0.180 -0.051 0.091 -0.67
O 2.4323 0.5966 -4.6643 0.167 0.204 -0.334 -0.69
O 3.3470 2.9314 -4.5120 0.087 -0.083 -0.149 -0.69
O 0.6424 -1.8576 -2.5180 -0.023 -0.004 0.405 -0.65
O 2.2646 -3.3066 -1.2458 0.045 0.006 -0.031 -0.74
C 1.1136 1.9255 4.0546 -0.245 -0.691 -0.439 0.75
C 2.4119 1.8092 -2.3203 -0.071 0.042 0.300 -0.27
C -4.3232 -0.2920 1.8394 0.231 0.472 -0.362 -0.26
C -0.7736 -2.4508 1.5653 0.930 -0.678 -0.958 -0.25
C 4.9115 0.5704 7.2491 0.165 -0.276 0.012 -0.68
C 1.3725 2.8300 -1.8692 -0.046 0.043 -0.107 -0.91
C 0.7402 2.5959 -4.2502 -0.371 0.097 0.126 -0.75
C 0.1814 2.6604 -2.8219 0.020 -0.061 0.048 -0.28
C -3.4057 2.5665 -4.0268 -0.049 -0.029 -0.051 -0.39
C 1.4187 -4.1616 -3.5952 -0.024 -0.200 -0.311 -0.85
C 3.6470 -3.2860 -4.2250 -0.089 -0.141 0.107 -0.83
C 0.2438 1.2824 3.5259 -0.391 -0.115 -0.223 -1.51
C 2.4060 -4.0128 -4.7609 0.044 0.059 -0.006 -0.65
C 2.4111 0.3659 8.1696 -0.146 -0.355 -0.003 -0.63
C -1.9474 1.3372 1.4765 -0.425 -0.974 0.700 -0.45
C -5.2460 1.5784 -5.2889 0.110 0.233 -0.206 -0.77
C -4.4335 2.8594 -5.1281 0.018 -0.002 0.084 -0.81
C -5.5619 -0.7875 1.1329 0.116 0.326 -0.149 -1.35
C -0.0481 -1.1260 1.7822 -0.911 -0.254 0.680 -0.79
C -4.1509 1.8858 -2.8710 0.385 0.224 -0.047 -0.20
C 4.6073 -0.7503 7.9494 -0.106 0.022 0.054 -0.61
C 3.0933 -0.9597 7.8081 0.066 0.019 -0.042 -0.59
C 0.1664 -3.3861 0.7568 -0.422 0.886 1.025 -0.76
C 3.1139 -2.1105 -3.4133 0.197 -0.057 -0.270 -0.46
H 4.8460 0.4685 6.1662 -0.030 0.051 -0.008 0.35
H -0.5361 3.4733 -2.7194 0.007 0.008 -0.012 0.30
H 1.7786 3.8399 -1.9576 0.027 -0.008 0.022 0.35
H 0.8644 -2.7521 0.2401 0.028 -0.036 -0.353 -0.01
H -1.6659 -2.3454 0.9730 -0.644 0.281 0.262 0.37
H -6.1955 1.7250 -5.7977 -0.067 -0.093 0.093 0.44
H 1.5852 -5.0817 -3.0382 0.009 0.066 0.108 0.35
H 5.8692 1.0032 7.5278 -0.061 0.136 0.005 0.39
H -2.6372 1.8943 -4.4164 -0.018 -0.017 -0.006 0.16
H 0.8220 3.5837 -4.6994 0.119 -0.013 -0.019 0.40
H 0.8646 -1.3525 2.3163 0.358 0.128 0.283 0.61
H 2.7364 -1.7684 8.4436 -0.017 0.003 0.000 0.32
H -4.6680 0.8017 -5.7886 -0.020 -0.047 0.037 0.32
H -5.0862 3.6775 -4.8165 -0.023 -0.009 -0.020 0.34
H -3.5300 1.1620 -2.3500 -0.149 -0.080 0.083 -0.02
H 1.0863 2.6730 -0.8302 0.016 -0.001 0.009 0.37
H -1.2530 1.7514 0.7625 0.096 0.244 -0.374 -0.01
H 3.8453 -1.6913 -2.7253 -0.111 0.025 0.103 0.55
H -4.5440 2.6111 -2.1618 -0.106 -0.064 0.015 0.37
H 3.4143 2.0135 -1.9511 0.057 -0.025 -0.130 0.52
H 1.9856 2.3097 4.4855 0.566 0.660 0.570 0.62
H -6.1667 -1.3850 1.7915 -0.172 -0.428 0.258 0.38
H 5.1722 -1.5719 7.5121 0.009 0.002 0.000 0.34
H 2.6582 -4.9829 -5.1864 -0.027 -0.015 0.011 0.37
H 0.1530 1.9443 -4.8924 0.122 -0.029 -0.090 0.37
H -0.3709 -4.0119 0.0636 -0.123 -0.319 -0.142 0.36
H -2.3957 2.1217 2.0696 -0.055 0.505 0.033 0.45
H -4.5648 0.4942 2.5365 -0.073 0.145 0.453 0.38
H 4.8752 -0.6816 9.0059 0.033 0.016 -0.009 0.31
H 1.9502 -3.4158 -5.5528 0.004 0.024 0.015 0.29
H -3.8128 -1.0910 2.3455 0.245 -0.301 0.252 0.25
H -3.9556 3.1482 -6.0632 -0.010 0.005 -0.007 0.38
H 0.2511 -0.7607 0.8057 0.016 0.203 -0.353 0.22
H 2.7112 -1.3312 -4.0571 0.045 -0.039 0.073 0.19
H 0.3837 -4.1090 -3.9232 -0.047 0.031 0.136 0.42
H -6.1728 0.0422 0.8105 -0.170 0.303 -0.205 0.33
H 1.5017 0.5309 7.5970 0.010 0.143 0.016 0.36
H 0.7370 -3.9637 1.4620 0.348 -0.533 0.004 0.43
H -2.9064 3.4743 -3.6894 -0.007 -0.001 0.009 0.27
H 4.2219 -3.9567 -3.5817 0.012 0.012 -0.008 0.34
H 2.1961 0.4332 9.2340 0.062 0.105 0.011 0.34
H 2.8570 -1.2260 6.7760 0.002 0.017 -0.004 0.27
H 2.1104 0.7948 -2.0547 -0.015 -0.017 -0.070 -0.10
H 4.2991 -2.9511 -5.0298 -0.008 0.029 0.003 0.37
H -5.2824 -1.3503 0.2529 -0.096 -0.363 -0.212 0.35
H -0.3407 1.7293 -2.5888 0.028 -0.020 -0.007 0.19
```
Positions in Å, forces in eV/Å.

HOMO energy: -8.508 eV
SMILES string: C#C[Si@@](F)(CSCC)C[C@@H](C)I.O=S1(=O)CCCC1.O=S1(=O)CCCC1.O=S1(=O)CCCC1.O=S1(=O)CCCC1
total charge: 0
2S+1: 1
Kohn-Sham gap: 8.81 eV

=====

# 3
Molecular formula: C24H46INO16
Method: DFT, ωB97M-V/def2-TZVPD

```
88
Properties=species:S:1:pos:R:3:forces:R:3:mulliken_charge:R:1
I -1.9707 4.5275 -0.1364 0.156 0.037 -0.124 0.00
O -3.8638 -0.8417 -1.8033 -0.104 0.163 0.043 -0.24
O 3.7413 -6.2274 -0.1674 0.028 0.058 0.079 -0.57
O -0.0825 4.7379 2.0338 -0.240 -0.710 3.387 -0.35
O -2.4804 -0.4824 -0.1867 -0.056 0.141 -0.173 -0.18
O -0.5206 6.7925 -2.1786 -2.493 0.279 -1.140 -0.44
O -0.8220 -6.1759 -3.7363 0.019 0.037 0.090 -0.36
O -4.6962 -0.5476 0.2811 0.043 0.029 -0.116 -0.56
O 5.1740 -4.7800 0.8263 -0.121 -0.027 0.132 -0.38
O 0.4915 -4.6054 -2.7792 -0.281 -0.066 -0.225 -0.62
O 3.1822 -4.0977 0.3457 0.031 -0.076 0.172 -0.37
O 3.1472 2.1893 -1.2695 -0.037 -0.124 -0.014 -0.60
O 1.5099 6.0312 -2.7160 0.102 -0.705 0.368 -0.29
O -4.0190 1.7814 6.2735 0.010 0.029 -0.191 -0.39
O -2.8471 3.3326 5.3334 -0.011 -0.071 -0.013 -0.35
O -1.6958 -4.2612 -3.2511 0.060 -0.174 0.166 -0.40
O -1.9031 1.2979 5.6241 -0.082 0.040 -0.046 -0.56
N 1.0247 6.7002 -0.5176 0.345 -0.382 -0.332 0.04
C -4.1715 0.4458 6.7706 -0.081 -0.421 0.294 -0.12
C 0.5663 6.5013 -1.8748 1.743 0.267 1.256 0.29
C -2.1784 -1.5383 1.9848 -0.182 -0.206 -0.124 -1.12
C 1.0091 5.1448 -3.7307 0.072 -0.632 -0.706 -0.84
C 6.8885 -5.8727 -0.5062 -0.154 0.078 -0.209 -1.09
C -3.5689 0.3059 8.1529 0.208 0.182 0.043 -1.11
C -0.1152 4.9363 0.9000 0.583 0.642 -2.615 -0.23
C -3.7735 -0.6115 -0.4873 0.146 -0.077 0.127 0.62
C -1.5978 -2.9240 -2.7323 -0.033 0.508 0.031 0.43
C -2.8309 2.0602 5.7311 -0.049 0.043 0.091 0.81
C 1.8933 -4.3339 -0.2355 -0.145 0.037 -0.131 -0.54
C 0.3179 -7.0382 -3.7907 0.160 -0.254 -0.032 -0.61
C 1.8340 2.0124 -1.8029 0.340 0.559 0.016 -0.30
C 2.2703 7.4702 -0.5032 0.065 0.487 -0.128 -1.00
C 1.1631 5.4377 0.2086 0.325 0.321 -0.658 0.41
C -1.6151 3.7857 4.7647 0.226 0.187 -0.120 -0.53
C 4.0041 -5.1440 0.2915 0.007 0.107 -0.090 0.77
C -5.1994 -1.0482 -2.2702 -0.223 -0.050 -0.209 -0.82
C -2.1844 -0.2447 1.1987 0.203 -0.017 0.578 -0.16
C 0.5262 3.7861 -3.1869 1.178 -0.145 -0.453 0.51
C 6.1882 -5.7915 0.8342 0.415 -0.266 -0.068 -0.17
C -1.0230 -1.9838 -3.7698 0.206 -0.109 -0.174 -1.21
C 1.6777 2.7209 -3.1769 -1.047 -0.202 0.719 -0.77
C -0.5735 -4.9764 -3.2090 -0.116 0.063 -0.176 0.77
H -2.6086 -2.6150 -2.4799 -0.001 -0.280 -0.091 0.08
H -0.8462 3.8479 5.5345 0.023 -0.143 -0.036 0.31
H -3.7428 -0.2745 6.0735 0.126 0.147 -0.041 0.24
H 0.7830 -7.1364 -2.8112 0.042 0.127 -0.033 0.29
H 0.0067 -2.2505 -4.0124 0.011 0.020 0.095 0.37
H -0.2448 3.4304 -3.8725 -0.256 0.105 0.374 0.46
H 2.1074 8.3790 -1.0906 0.048 -0.125 0.009 0.36
H 2.4908 7.8080 0.5113 -0.032 -0.242 -0.009 0.36
H -1.7838 4.7796 4.3602 -0.237 -0.037 0.073 0.21
H 5.7676 -6.7548 1.1235 -0.162 0.066 -0.094 0.31
H -2.4891 0.4545 8.1248 -0.008 -0.086 -0.067 0.30
H 1.8721 5.6184 1.0187 -0.240 -0.060 0.102 0.50
H -5.8481 -0.2248 -1.9781 0.019 -0.061 0.126 0.36
H 1.6296 4.6517 -0.4117 -0.388 -0.089 0.047 -0.21
H 1.4245 -5.2154 0.2003 0.106 -0.062 -0.064 0.31
H 1.4150 1.9431 -3.8975 0.360 0.202 -0.211 0.33
H -5.2436 0.2581 6.8125 -0.022 0.241 -0.090 0.31
H -1.0384 -0.9567 -3.4036 -0.060 -0.026 0.037 0.31
H 0.2657 5.6149 -4.3760 -0.092 0.281 0.434 0.30
H 2.6327 3.1794 -3.4407 -0.021 -0.182 -0.056 0.40
H -1.5976 -2.0396 -4.6960 -0.093 0.063 0.070 0.33
H -3.1711 -1.9897 2.0017 -0.024 0.091 0.047 0.32
H 3.2977 3.1386 -1.1905 0.077 -0.123 0.001 0.30
H 1.9764 -4.4412 -1.3127 0.064 -0.109 0.198 0.37
H 6.8994 -5.5026 1.6072 -0.149 0.203 0.032 0.29
H -3.9817 1.0578 8.8271 -0.109 -0.072 -0.010 0.29
H -2.8816 0.4779 1.6226 -0.135 -0.073 -0.149 0.36
H 7.2705 -4.8929 -0.7972 0.083 -0.020 0.096 0.29
H 6.1999 -6.1964 -1.2871 -0.009 -0.084 0.068 0.30
H 1.8680 4.9193 -4.3667 0.021 0.371 0.057 0.46
H 1.6636 0.9391 -1.8849 0.156 0.047 0.049 0.33
H -5.5886 -1.9930 -1.8923 -0.050 0.083 0.099 0.31
H -1.5023 -2.2618 1.5254 0.097 0.078 0.051 0.20
H -0.0339 -8.0149 -4.1124 -0.185 0.106 -0.024 0.23
H -1.0139 -2.9073 -1.8117 0.089 -0.164 -0.080 0.08
H -1.1938 0.2078 1.2262 -0.011 -0.013 -0.274 0.25
H 7.7190 -6.5781 -0.4634 -0.005 0.015 0.033 0.35
H 1.0380 -6.6639 -4.5173 0.048 0.058 0.109 0.28
H -1.8615 -1.3597 3.0126 0.022 0.042 -0.026 0.40
H 0.1548 3.8509 -2.1654 -0.462 0.260 -0.218 -0.54
H -5.1561 -1.0934 -3.3558 0.205 0.007 0.033 0.25
H -3.7710 -0.6848 8.5611 -0.027 0.010 -0.024 0.37
H -1.2915 3.1354 3.9556 0.013 -0.077 0.094 0.23
H 1.1208 2.4050 -1.0603 -0.142 -0.126 -0.285 0.14
H 3.1368 6.9459 -0.9301 -0.127 -0.051 0.140 0.35
H 1.2733 -3.4672 -0.0168 0.216 0.102 0.084 0.17
```
Positions in Å, forces in eV/Å.

HOMO energy: -9.740 eV
SMILES string: CN(CC(=O)I)C(=O)OCCCCO.CCOC(=O)OC.CCOC(=O)OC.CCOC(=O)OC.CCOC(=O)OC
total charge: 0
2S+1: 1
Kohn-Sham gap: 9.91 eV

=====

Which value of Kohn-Sham gap does entry 1 give?
7.05 eV